1.
The following is a quantum chemistry calculation of a 2-piece molecular cluster, C4H12Cl3NOSi overall, from OMol25.

Structure (XYZ):
```
22
Properties=species:S:1:pos:R:3
N -3.14 1.39 0.98
Si -2.71 -0.14 1.67
C -0.93 -0.27 2.29
C 0.08 0.61 1.55
C 0.24 0.25 0.08
O 1.63 0.34 -0.25
H -2.80 2.21 1.45
H -2.96 1.47 -0.01
H -2.92 -1.15 0.61
H -3.62 -0.43 2.80
H -0.63 -1.32 2.17
H -0.90 -0.04 3.36
H 1.06 0.51 2.02
H -0.21 1.66 1.64
H -0.12 -0.76 -0.10
H -0.34 0.94 -0.55
H 1.74 0.00 -1.14
C 3.33 -1.08 -3.81
Cl 1.58 -0.95 -3.56
Cl 4.10 0.48 -3.60
Cl 4.02 -2.28 -2.73
H 3.49 -1.41 -4.83
```

Its gap between HOMO and LUMO is 10.109 eV. Its SMILES is N[SiH2]CCCO.ClC(Cl)Cl. The HOMO energy is -9.59 eV.



2.
The following is a quantum chemistry calculation of C4H12ClN2 as an isolated structure at a distorted geometry, from OMol25.

Structure (XYZ):
```
19
Properties=species:S:1:pos:R:3
C -1.53 1.30 -1.09
C -0.64 0.03 -1.19
C 0.69 0.48 -0.64
C 0.99 0.15 0.74
N 1.66 -2.14 0.60
N -0.09 -0.16 1.71
Cl 0.48 -2.90 1.46
H -1.27 1.95 -2.05
H -2.54 0.90 -1.04
H -1.19 1.87 -0.23
H -0.63 -0.47 -2.26
H -1.12 -0.76 -0.60
H 1.53 0.32 -1.21
H 0.82 1.66 -0.71
H 1.99 0.65 1.05
H 1.61 -2.38 -0.42
H -0.02 -1.24 1.95
H 0.17 0.48 2.58
H -0.92 0.27 1.34
```

The net charge is +1. Its gap between HOMO and LUMO (spin up / spin down) is 8.969 / 7.938 eV. The energy above the lowest of the compared OMol25 structures with the same formula, charge and spin is 461.67 kJ/mol. The HOMO energy (spin up / spin down) is -13.61 / -12.93 eV.